DFT (ωB97M-V/def2-TZVPD) results for a molecular structure, C37H37AsFN4O11STcTe in a non-equilibrium geometry.

Calculated values
HOMO-LUMO gap: 0.0814 hartree
HOMO energy: -0.1045 Ha
expectation value of S²: 0.7614
molecular weight: 1065.3 Da
maximum force: 1.42 eV/Å
net charge: -1
spin multiplicity: 2
energy: -5561.4610 a.u.
ΔE to the lowest compared entry with this formula, charge and spin: 21.6 kcal per mole

```
94
Properties=species:S:1:pos:R:3:forces:R:3
Tc -1.2110 0.7256 0.9879 1.27 -0.02 0.64
C 3.7697 -5.1179 -0.0600 -0.01 0.07 -0.02
C 3.7482 -3.6616 0.3882 0.03 -0.03 0.08
N 2.5791 -2.9423 -0.0919 -0.07 -0.33 -0.32
C 1.4720 -2.8997 0.6992 -0.03 0.04 0.03
C 0.3768 -2.1452 0.4568 -0.11 -0.17 -0.12
C -0.7743 -2.2476 1.4415 0.05 -0.06 -0.03
O -0.8680 -3.3030 2.0571 -0.04 0.00 0.03
O -1.5538 -1.2406 1.5470 -0.02 -0.25 -0.33
C 0.4648 -1.2162 -0.6235 0.15 0.03 0.08
O -0.1211 -0.1399 -0.7383 -0.64 -0.46 -0.07
C 1.4409 -1.5568 -1.6611 0.05 0.05 -0.04
C 1.3031 -0.9567 -2.9135 0.02 -0.11 0.10
C 2.2965 -1.1585 -3.8238 0.08 -0.07 -0.09
F 2.2016 -0.6197 -5.0808 0.09 0.04 0.03
C 3.4415 -1.9044 -3.5190 0.03 0.06 -0.13
C 3.5588 -2.5153 -2.2893 0.04 0.05 -0.03
C 2.5362 -2.3679 -1.3384 0.07 0.07 0.11
N 4.5263 -2.0207 -4.4698 -0.10 0.08 0.07
C 5.1672 -0.7383 -4.7428 -0.04 -0.24 0.11
C 6.4423 -0.9679 -5.5227 -0.01 0.03 -0.01
N 6.0934 -1.7034 -6.7940 0.02 -0.01 0.03
C 5.3900 -3.0051 -6.5037 -0.03 -0.05 0.02
C 4.1469 -2.7078 -5.6925 0.04 0.12 -0.01
H 4.6549 -5.6212 0.3317 0.00 -0.02 0.00
H 3.7774 -5.2002 -1.1484 0.00 -0.02 -0.01
H 2.8853 -5.6373 0.3092 0.00 -0.02 0.00
H 4.6429 -3.1286 0.0641 -0.01 0.02 0.02
H 3.7285 -3.5878 1.4742 0.01 0.08 -0.03
H 1.5094 -3.4784 1.6109 0.00 -0.06 -0.05
H 0.4188 -0.3567 -3.1103 0.02 0.02 0.01
H 4.4561 -3.0825 -2.0873 -0.01 -0.02 0.02
H 5.4199 -0.2628 -3.7955 -0.01 0.00 -0.01
H 4.5141 -0.0489 -5.2939 -0.07 0.07 -0.05
H 7.1386 -1.6026 -4.9772 -0.02 -0.01 -0.01
H 6.9252 -0.0338 -5.8040 0.01 -0.01 -0.01
H 6.9319 -1.8696 -7.3483 -0.02 0.02 -0.02
H 5.4693 -1.1124 -7.3488 0.00 -0.01 0.01
H 6.0935 -3.6148 -5.9389 0.00 0.00 -0.01
H 5.1600 -3.4786 -7.4564 0.01 0.01 -0.01
H 3.6614 -3.6492 -5.4386 0.01 0.00 0.01
H 3.4378 -2.1239 -6.3007 0.01 -0.04 -0.02
O 2.9592 1.5198 2.4825 -0.12 -0.06 -0.04
As 1.9965 0.0562 2.6100 -0.01 0.25 -0.04
O 2.8945 -1.2348 2.1407 0.13 0.17 0.21
O 0.6765 0.3562 1.6159 -0.07 0.13 0.24
C 1.6880 -0.0403 4.5286 0.04 -0.02 -0.12
C 2.4660 -0.9839 5.1863 -0.06 0.01 -0.09
C 2.4565 -1.0583 6.5752 0.02 -0.02 0.00
C 1.6747 -0.1856 7.3117 0.00 0.00 -0.02
C 0.8913 0.7586 6.6584 -0.01 -0.06 -0.01
C 0.9003 0.8307 5.2759 0.05 -0.02 0.19
S -0.2343 2.0054 4.5215 0.01 -0.05 0.07
O -1.1697 0.8948 3.9217 0.22 0.36 -0.32
O 0.5744 2.6291 3.4418 -0.03 -0.14 0.05
O -1.8313 2.1736 1.3952 -0.77 0.31 -0.27
H 2.3108 2.2176 2.7086 0.04 0.06 0.00
H 3.0729 -1.6511 4.5860 0.02 -0.02 0.06
H 3.0613 -1.8009 7.0813 0.01 -0.01 -0.02
H 1.6645 -0.2473 8.3927 -0.02 0.01 0.01
H 0.2462 1.4286 7.2139 0.00 0.00 0.01
C -6.8182 2.1720 4.5595 0.01 -0.01 -0.01
C -6.1579 2.8944 3.4178 0.01 0.00 0.01
C -5.8527 4.2430 3.5389 0.01 0.02 -0.02
C -5.1603 4.9022 2.5339 0.00 -0.01 -0.01
C -4.7694 4.2152 1.4004 -0.03 0.01 0.04
C -5.1025 2.8708 1.2491 -0.02 0.02 0.02
N -4.6778 2.1317 0.1259 0.01 0.07 0.06
C -4.4457 2.6556 -1.1239 -0.09 0.02 0.04
C -5.1744 3.7730 -1.5767 0.00 -0.01 0.04
C -4.9918 4.2820 -2.8432 0.04 -0.03 -0.06
C -4.0880 3.6871 -3.7211 -0.03 0.04 0.01
C -3.3972 2.5686 -3.2963 0.01 -0.04 0.04
C -3.5492 2.0355 -2.0166 -0.01 -0.03 -0.13
C -2.7538 0.7832 -1.6970 0.24 0.12 -0.38
O -2.1543 0.2257 -2.6156 -0.14 -0.01 0.12
O -2.7699 0.3705 -0.4701 0.01 0.13 0.12
C -5.8033 2.1988 2.2571 0.02 0.01 0.00
C -6.0838 0.7287 2.1267 0.04 0.04 -0.03
H -6.9567 2.8415 5.4080 -0.01 0.00 0.01
H -6.1929 1.3362 4.8834 -0.02 0.00 0.01
H -7.7932 1.7643 4.2793 0.00 0.00 0.00
H -6.1235 4.7685 4.4475 0.00 0.00 0.01
H -4.8891 5.9445 2.6516 0.00 0.00 0.01
H -4.1731 4.7016 0.6405 0.00 0.01 0.02
H -4.0990 1.3186 0.3196 -0.06 -0.01 -0.02
H -5.8931 4.2266 -0.9078 -0.01 0.00 -0.03
H -5.5681 5.1462 -3.1545 0.00 0.00 0.00
H -3.9403 4.0840 -4.7177 0.00 0.00 0.00
H -2.7064 2.0569 -3.9530 0.01 -0.01 0.01
H -6.1531 0.4362 1.0797 0.00 0.00 0.00
H -7.0103 0.4511 2.6285 0.00 -0.01 0.02
H -5.2668 0.1618 2.5861 -0.03 -0.04 -0.01
Te -3.0353 0.6554 4.8577 -0.18 -0.03 0.24
```
Positions in Å, forces in eV/Å.

These are the Löwdin partial charges, in e, on atoms 1 to 8: atom 1 (Tc): 1.62, atom 2 (C): -0.07, atom 3 (C): -0.20, atom 4 (N): -0.04, atom 5 (C): 0.00, atom 6 (C): -0.06, atom 7 (C): -0.60, atom 8 (O): 0.04